[1]
Molecular formula: C44H122N10O12
Method: DFT, the ωB97M-V functional and the def2-TZVPD basis

Cartesian coordinates (Å):
O1 7.755 20.602 17.042
O2 15.287 20.366 16.400
O3 15.012 21.769 21.980
O4 12.928 16.451 20.213
O5 17.121 17.109 23.583
O6 9.154 15.315 17.117
O7 10.913 16.428 10.779
O8 17.315 17.553 18.547
O9 14.235 13.381 23.575
O10 10.116 9.764 21.829
O11 9.659 17.101 22.763
O12 14.647 12.956 19.629
N1 16.593 17.856 15.804
N2 10.440 20.314 16.522
N3 11.633 13.975 19.510
N4 11.110 13.237 22.704
N5 14.453 10.858 26.181
N6 10.092 15.134 24.882
N7 12.914 19.710 18.462
N8 16.095 15.328 17.306
N9 11.225 19.130 11.584
N10 11.624 21.160 20.666
C1 18.450 19.397 15.518
C2 12.667 18.279 18.654
C3 12.637 21.489 21.643
C4 13.588 15.876 21.293
C5 14.058 21.220 21.072
C6 17.940 18.571 17.774
C7 12.324 20.789 22.931
C8 13.968 12.726 24.809
C9 13.334 17.835 19.996
C10 15.186 11.876 20.463
C11 17.881 17.305 19.829
C12 10.810 11.010 21.824
C13 15.660 13.649 18.915
C14 11.050 22.646 17.095
C15 14.402 13.678 16.760
C16 16.294 22.169 21.395
C17 15.036 14.461 17.872
C18 17.943 18.204 16.263
C19 8.184 16.343 17.051
C20 14.300 10.257 23.881
C21 10.927 14.128 18.244
C22 15.505 13.968 23.512
C23 8.623 21.763 16.923
C24 16.360 18.226 23.351
C25 12.343 18.228 11.800
C26 10.696 12.764 17.562
C27 9.675 17.689 21.451
C28 10.090 21.498 17.283
C29 14.726 11.376 24.903
C30 10.515 16.017 9.467
C31 10.634 8.728 21.001
C32 9.624 14.912 18.438
C33 10.356 12.051 22.873
C34 14.391 20.104 15.391
C35 14.949 20.567 14.066
C36 12.199 17.050 10.791
C37 13.207 17.524 17.437
C38 8.932 12.436 22.683
C39 12.265 17.878 13.319
C40 12.221 16.117 25.305
C41 7.187 20.393 18.320
C42 15.123 18.161 24.286
C43 10.860 16.322 24.673
C44 10.896 16.812 23.259
H1 15.761 14.218 22.483
H2 17.404 17.162 24.499
H3 13.015 21.069 23.726
H4 13.761 12.835 17.020
H5 11.609 12.170 17.607
H6 12.981 18.435 20.834
H7 11.345 21.105 23.290
H8 10.468 18.461 11.600
H9 11.571 17.667 23.203
H10 12.149 18.816 13.863
H11 8.216 22.616 17.466
H12 17.392 19.507 17.881
H13 13.813 14.271 16.060
H14 14.310 20.161 21.014
H15 15.214 13.153 16.257
H16 10.982 22.976 16.058
H17 16.316 23.010 20.702
H18 15.566 11.121 19.775
H19 16.312 12.862 18.536
H20 18.204 18.203 20.356
H21 13.814 16.568 22.104
H22 14.644 17.183 24.323
H23 18.633 17.380 16.078
H24 7.311 16.155 17.676
H25 6.651 19.447 18.393
H26 17.024 19.079 23.491
H27 13.097 17.305 13.727
H28 14.012 13.405 25.660
H29 13.384 20.495 15.533
H30 16.941 22.448 22.227
H31 8.564 21.934 15.849
H32 16.162 18.136 22.283
H33 14.563 15.499 20.983
H34 12.393 19.709 22.807
H35 14.821 9.317 24.065
H36 14.862 9.937 26.239
H37 17.248 16.863 20.598
H38 16.482 15.875 18.062
H39 18.812 16.743 19.756
H40 10.143 17.032 20.719
H41 13.013 16.452 17.398
H42 14.287 17.666 17.394
H43 15.808 11.510 24.895
H44 11.842 10.698 21.990
H45 19.459 19.633 15.855
H46 11.924 14.914 19.740
H47 11.582 14.672 17.564
H48 11.212 16.006 22.596
H49 16.322 17.106 16.423
H50 12.124 20.801 19.865
H51 13.474 10.657 26.327
H52 13.217 10.145 23.827
H53 11.277 20.254 20.948
H54 10.818 23.484 17.752
H55 10.783 11.443 20.824
H56 12.182 20.012 17.835
H57 11.377 17.289 13.552
H58 10.076 7.828 21.259
H59 12.439 17.532 9.843
H60 13.282 18.726 11.557
H61 14.268 11.512 20.925
H62 6.486 21.203 18.522
H63 15.573 14.963 23.951
H64 10.398 16.851 8.776
H65 11.317 19.368 10.607
H66 11.189 13.570 21.754
H67 15.964 19.741 16.130
H68 12.898 15.124 21.675
H69 14.222 20.240 13.323
H70 16.792 21.288 20.990
H71 10.549 11.751 23.903
H72 8.640 17.803 21.127
H73 10.384 17.049 25.332
H74 12.913 15.560 24.673
H75 18.980 18.605 18.099
H76 10.455 8.925 19.944
H77 9.973 12.258 18.201
H78 12.505 13.512 19.297
H79 12.747 17.875 16.514
H80 14.435 18.987 24.104
H81 15.982 12.150 21.155
H82 8.693 17.288 17.237
H83 16.897 14.739 17.132
H84 12.073 12.970 22.853
H85 11.688 8.522 21.187
H86 18.774 19.117 14.515
H87 12.906 12.501 24.708
H88 14.604 10.461 22.855
H89 11.592 18.249 18.831
H90 10.145 18.666 21.343
H91 16.556 17.452 14.879
H92 11.103 15.181 9.088
H93 7.958 20.325 19.087
H94 15.466 18.347 25.304
H95 10.105 21.160 18.319
H96 12.898 16.240 10.997
H97 14.236 21.645 20.084
H98 9.772 15.734 19.139
H99 8.637 13.087 23.506
H100 8.805 14.355 18.892
H101 8.272 11.569 22.703
H102 10.406 20.638 15.566
H103 13.775 19.867 17.959
H104 12.560 22.561 21.821
H105 8.821 12.888 21.697
H106 9.722 19.607 16.584
H107 12.101 22.378 17.208
H108 15.053 21.648 13.977
H109 15.876 20.056 13.806
H110 14.358 15.125 18.409
H111 12.193 15.454 26.170
H112 10.329 12.721 16.536
H113 9.202 15.229 24.414
H114 17.801 20.272 15.545
H115 7.776 16.433 16.044
H116 16.277 13.391 24.020
H117 9.475 15.694 9.511
H118 16.344 14.193 19.566
H119 14.262 19.028 15.274
H120 12.782 17.010 25.579
H121 14.404 18.011 19.886
H122 10.453 14.401 24.289

Values from the calculation:
Structure (SMILES): COC[C@H](C)N.COC[C@H](C)N.COC[C@H](C)N.COC[C@H](C)N.COC[C@H](C)N.COC[C@H](C)N.COC[C@H](C)N.COC[C@H](C)N.COC[C@H](C)N.COC[C@H](C)N.CCO.CCO
Energy (eV): -87069.7611
Energy relative to the best compared isomer or geometry (same formula, charge and spin) (eV): 1.841
E_HOMO (eV): -8.447
Charge: 0

Atomic partial charges in e from the Mulliken method, atoms 1 to 4: -0.32 -0.64 -0.44 1.33

=====

[2]
Molecular formula: C44H123N9O13
Method: DFT, the ωB97M-V functional and the def2-TZVPD basis

Cartesian coordinates (Å):
O1 3.040 5.842 -2.525
O2 -1.302 1.291 -5.176
O3 5.401 -3.345 -3.666
O4 -0.071 0.329 1.761
O5 -2.472 5.567 -1.011
O6 -0.700 1.974 6.095
O7 1.177 -3.196 -1.416
O8 -6.162 -0.899 -0.313
O9 -5.109 1.836 4.275
O10 3.828 0.657 -3.256
O11 -1.875 -3.195 5.160
O12 -4.014 -3.610 0.426
O13 4.836 2.233 3.213
N1 8.756 -1.908 -3.905
N2 1.642 -0.331 -1.388
N3 0.455 1.444 -8.317
N4 6.665 2.706 -2.200
N5 0.135 -6.041 3.987
N6 -5.395 4.621 1.893
N7 -8.215 -2.129 -1.679
N8 1.909 -5.159 1.628
N9 1.250 2.320 3.760
C1 -1.666 3.025 5.990
C2 -0.277 -4.941 4.853
C3 8.267 -4.284 -3.698
C4 5.365 1.168 -0.809
C5 2.995 0.624 -4.400
C6 -2.795 -2.278 4.578
C7 1.264 1.816 -0.413
C8 1.363 0.330 -0.107
C9 1.755 -3.962 0.775
C10 -1.906 4.276 0.903
C11 -3.252 -4.684 0.971
C12 2.615 1.875 4.060
C13 3.047 -3.165 0.976
C14 -1.786 -4.422 0.682
C15 1.506 -4.367 -0.674
C16 -1.644 3.672 4.610
C17 -1.559 4.557 -0.554
C18 -1.408 -4.116 4.208
C19 1.999 4.878 -2.722
C20 -0.403 0.819 -6.160
C21 -0.784 1.461 -7.493
C22 7.720 -2.933 -4.131
C23 0.451 -3.520 -2.581
C24 4.561 1.854 -3.106
C25 -7.451 -0.963 0.282
C26 -1.330 0.078 2.321
C27 0.974 -4.131 5.173
C28 -4.560 0.555 4.172
C29 -6.721 4.217 3.988
C30 2.671 0.410 4.500
C31 3.485 2.092 2.831
C32 -9.896 -1.144 -0.302
C33 -5.123 2.520 3.039
C34 0.080 -0.204 0.466
C35 5.665 2.675 2.159
C36 -5.198 -0.630 0.672
C37 4.217 -2.952 -2.986
C38 6.480 -2.508 -3.364
C39 -0.880 0.907 -3.883
C40 -5.406 4.001 3.233
C41 0.867 5.644 -3.390
C42 -1.910 0.756 -8.244
C43 5.771 1.539 -2.233
C44 -8.491 -0.957 -0.822
H1 -1.411 0.627 3.259
H2 2.967 2.464 4.909
H3 -10.209 -0.257 0.262
H4 1.674 4.520 -1.740
H5 -3.472 0.544 4.017
H6 -0.526 4.906 -0.673
H7 -6.266 4.332 1.452
H8 -0.666 4.147 4.513
H9 -8.885 -2.084 -2.444
H10 4.011 -1.904 -3.217
H11 2.358 4.025 -3.305
H12 -2.660 2.565 6.088
H13 -4.189 2.391 2.479
H14 -8.340 -0.045 -1.412
H15 1.231 5.984 -4.357
H16 -9.968 -2.003 0.366
H17 0.140 -1.301 0.546
H18 2.199 2.193 -0.835
H19 6.735 -2.624 -2.295
H20 -5.437 0.282 1.236
H21 -2.778 0.673 -7.580
H22 -1.086 2.496 -7.325
H23 5.526 2.075 1.257
H24 3.627 0.410 -5.268
H25 6.685 2.684 2.533
H26 6.995 2.848 -3.152
H27 2.548 -0.063 -1.751
H28 3.444 -3.643 -3.308
H29 -0.759 -0.184 -3.894
H30 -10.682 -1.271 -1.047
H31 -4.587 4.474 3.778
H32 -1.842 2.969 3.804
H33 -3.348 -4.780 2.057
H34 3.335 1.311 2.077
H35 7.419 -2.941 -5.188
H36 -1.731 3.740 -1.266
H37 -2.189 0.365 1.699
H38 2.161 0.283 5.451
H39 -3.399 -2.748 3.788
H40 3.072 -2.288 0.324
H41 3.698 0.063 4.640
H42 -0.792 -0.057 -0.185
H43 1.761 -4.790 5.531
H44 -1.504 -0.988 2.516
H45 2.284 -0.201 -4.338
H46 5.409 3.716 1.918
H47 9.471 -1.973 -4.622
H48 8.335 -0.998 -4.074
H49 6.272 0.656 -2.652
H50 2.705 -5.633 1.200
H51 -1.720 1.029 -3.195
H52 -1.208 -5.309 0.947
H53 -7.582 -0.047 0.878
H54 0.575 6.404 -2.669
H55 3.770 5.412 -2.068
H56 -0.417 1.885 7.008
H57 0.174 1.552 -9.285
H58 3.928 2.647 -2.695
H59 2.211 -0.218 3.731
H60 0.676 -5.080 -0.685
H61 -0.020 1.477 -3.528
H62 0.561 -2.687 -3.276
H63 -0.639 -6.597 3.638
H64 2.384 1.524 -4.501
H65 7.489 -5.042 -3.610
H66 -7.564 -1.797 0.982
H67 0.779 1.716 3.080
H68 -0.542 -0.273 -6.197
H69 -3.533 -2.040 5.345
H70 -6.885 5.284 4.132
H71 -5.510 5.622 2.024
H72 -5.922 2.084 2.419
H73 -0.615 -3.701 -2.405
H74 -7.328 -2.020 -2.164
H75 0.643 1.039 -5.926
H76 1.618 -1.342 -1.237
H77 -1.671 -0.287 -8.467
H78 -2.916 3.874 0.956
H79 2.407 -4.795 -1.131
H80 0.821 -4.412 -3.100
H81 -1.049 -3.629 3.292
H82 0.961 2.474 0.405
H83 3.136 -2.838 2.011
H84 -1.632 -4.170 -0.369
H85 4.751 0.265 -0.839
H86 0.496 1.947 -1.183
H87 3.936 -3.749 0.718
H88 4.940 2.162 -4.091
H89 0.032 4.964 -3.572
H90 -1.190 3.498 1.184
H91 3.130 3.055 2.436
H92 0.624 -5.682 3.163
H93 2.249 0.159 0.517
H94 -1.422 -3.566 1.249
H95 -2.398 5.694 -1.959
H96 1.169 -5.837 1.446
H97 -4.216 -0.451 0.239
H98 7.474 2.397 -1.668
H99 0.785 -3.310 5.863
H100 4.765 1.958 -0.355
H101 1.316 -3.649 4.251
H102 -2.184 -4.837 3.915
H103 0.650 2.184 4.575
H104 6.254 0.940 -0.219
H105 -2.203 1.285 -9.149
H106 -4.921 -3.702 0.736
H107 6.270 -1.434 -3.473
H108 -7.532 3.784 3.396
H109 9.033 -4.648 -4.383
H110 4.367 -3.003 -1.901
H111 -1.573 3.691 6.850
H112 8.706 -4.155 -2.707
H113 -3.595 -5.601 0.482
H114 -4.653 0.011 5.112
H115 -2.365 4.486 4.525
H116 -1.819 5.204 1.461
H117 -6.717 3.699 4.947
H118 -0.716 -5.383 5.751
H119 -2.287 -1.421 4.154
H120 -5.145 -1.404 1.446
H121 -4.966 -0.055 3.360
H122 0.946 -3.306 1.102
H123 0.842 0.512 -8.207

Values from the calculation:
Energy (eV): -87645.1282
Energy relative to the best compared isomer or geometry (same formula, charge and spin) (eV): 2.089
E_HOMO (eV): -8.553
Charge: 0

Atomic partial charges in e from the Mulliken method, atoms 1 to 4: -0.61 -0.46 -0.49 0.21